Formula: C19H27N3O
Source: OMol25
Level of theory: ωB97M-V with the def2-TZVPD basis set

ORCA input file:
```
! wB97M-V def2-TZVPD RIJCOSX def2/J DEFGRID3
* xyz 0 1
C -2.801 -2.820 -1.224
H -3.137 -2.070 -1.955
H -1.658 -2.883 -1.637
H -3.339 -3.780 -1.500
C -2.898 -2.602 0.012
C -2.531 -3.683 1.091
H -2.625 -3.459 2.259
H -1.469 -3.847 0.689
H -3.160 -4.439 0.772
C -2.010 -1.253 0.473
H -1.072 -1.246 0.242
H -2.190 -0.913 1.452
C -2.403 -0.097 -0.369
N -1.389 1.203 -0.006
C -1.191 1.565 1.080
O -1.875 1.155 2.304
C -0.053 2.457 1.405
H -0.337 3.439 0.816
H 0.004 3.031 2.336
C 1.275 2.125 1.127
N 1.541 2.154 -0.500
C 0.674 1.335 -1.040
C -0.695 1.746 -1.130
H -1.227 1.290 -1.913
H -0.768 2.893 -1.465
H 1.233 1.317 -2.236
H 0.901 0.010 -0.852
C 3.050 2.252 -0.749
C 3.582 0.733 -0.265
C 4.229 0.507 0.958
C 4.744 -0.574 1.170
C 4.714 -1.737 0.165
C 4.256 -1.458 -0.953
C 3.666 -0.394 -1.326
H 3.262 -0.170 -2.294
H 4.282 -2.089 -1.669
H 5.191 -2.667 0.379
H 5.143 -0.822 2.473
H 4.181 1.389 1.631
H 3.385 3.027 -0.070
H 3.202 2.218 -1.626
H 1.903 2.773 1.761
H 1.302 1.006 1.428
H -2.498 -0.255 -1.305
C -3.913 0.678 0.100
C -3.949 1.762 -0.555
N -4.222 2.674 -1.094
H -4.451 -0.269 -0.003
H -3.764 0.919 1.141
H -4.096 -2.131 0.466
*
```

M in g mol⁻¹: 313.44
HOMO level in eV: -8.494
LUMO in eV: 0.5
Electronic energy in eV: -26640.278
Energy relative to the best compared isomer or geometry (same formula, charge and spin) in kcal/mol: 465.56
HOMO-LUMO gap in eV: 8.97

For each atom in turn, the natural (NBO) charge in e is: -0.671 0.230 0.209 0.227 -0.137 -0.605 0.243 0.201 0.199 -0.468 0.202 0.266 0.151 -0.393 0.659 -0.794 -0.506 0.217 0.269 -0.245 -0.462 -0.181 -0.275 0.219 0.249 0.187 0.127 -0.154 0.026 -0.273 -0.151 -0.178 -0.281 -0.199 0.210 0.204 0.217 0.190 0.208 0.211 0.165 0.221 0.200 0.159 -0.575 0.251 -0.309 0.265 0.313 0.160